--- i ---
Below is a structure of composition C8H14, with properties calculated with wB97M-V/def2-TZVPD.

```
22
Properties=species:S:1:pos:R:3:lowdin_charge:R:1
C 3.10 -0.41 0.73 -0.16
C 1.67 0.10 0.78 -0.24
C 1.02 0.18 -0.68 -0.13
C -0.46 0.10 -0.83 -0.26
C -1.48 1.02 -0.71 -0.06
C -1.59 1.95 0.55 -0.06
C -1.48 -1.94 0.33 -0.02
C -1.39 -1.00 -0.79 -0.17
H 3.91 0.04 0.09 0.08
H 3.57 -0.76 1.74 0.10
H 3.06 -1.43 0.38 0.05
H 1.58 0.89 1.54 0.10
H 1.11 -0.78 1.14 0.09
H 1.38 -0.68 -1.15 0.08
H 1.54 1.00 -1.21 0.13
H -2.33 1.02 -1.35 0.10
H -2.58 2.25 0.85 0.05
H -1.00 2.90 0.54 0.07
H -1.17 1.38 1.50 0.11
H -2.02 -1.48 1.15 0.03
H -1.68 -3.05 0.24 0.04
H -1.82 -1.21 -1.72 0.08
```

Values from the calculation:
charge	0
HOMO-LUMO gap	7.360	eV

---

--- ii ---
Below is a structure of composition C8H14, with properties calculated with wB97M-V/def2-TZVPD.

```
22
Properties=species:S:1:pos:R:3:lowdin_charge:R:1
C -0.21 1.35 1.17 -0.03
C -0.27 0.69 -0.25 -0.50
C 0.96 0.76 -1.02 -0.18
C 1.96 -0.07 -0.06 -0.19
C 1.11 -1.27 0.54 -0.16
C -0.18 -0.82 -0.13 -0.37
C -1.73 -1.01 0.16 -0.09
C -1.77 0.39 -0.56 -0.14
H 0.14 2.63 1.21 0.16
H 0.73 0.58 1.70 0.13
H -1.20 1.14 1.65 0.06
H 0.92 0.22 -2.12 0.15
H 1.52 1.75 -1.45 0.14
H 2.82 -0.50 -0.58 0.09
H 2.32 0.68 0.84 0.14
H 1.44 -2.24 -0.09 0.15
H 1.22 -1.40 1.66 0.11
H -0.04 -1.25 -1.08 0.11
H -2.09 -1.05 1.28 0.13
H -2.15 -1.85 -0.41 0.09
H -2.19 0.25 -1.52 0.08
H -2.68 0.99 -0.19 0.13
```

Values from the calculation:
charge	0
HOMO-LUMO gap	10.808	eV

---

ii takes first place; second place is 79.9 kJ/mol up.

---

--- i ---
Below is the molecule C4H5F2NO, with properties calculated with wB97M-V/def2-TZVPD.

```
13
Properties=species:S:1:pos:R:3:lowdin_charge:R:1
C 0.35 0.19 1.69 -0.01
C -1.66 1.03 -0.68 -0.10
C 0.70 0.95 -0.40 -0.13
C 0.20 -1.58 -0.02 0.00
N 0.46 -0.24 0.47 -0.17
O -0.49 1.57 -0.89 -0.04
F 0.21 -0.97 2.49 -0.09
F -2.53 2.00 -0.88 0.04
H 1.08 1.76 0.07 0.09
H 1.16 0.75 -1.41 0.16
H -0.66 -1.64 -0.59 0.06
H 0.99 -1.76 -0.77 0.11
H 0.18 -2.07 0.92 0.08
```

Values from the calculation:
charge	0
HOMO-LUMO gap	10.507	eV

---

--- ii ---
Below is the molecule C4H5F2NO, with properties calculated with wB97M-V/def2-TZVPD.

```
13
Properties=species:S:1:pos:R:3:lowdin_charge:R:1
O 0.65 2.31 2.05 0.03
C 0.63 1.28 1.39 -0.31
N 0.07 1.11 0.15 0.10
C -0.20 -0.11 -0.48 -0.22
C -0.57 -0.19 -1.77 -0.06
F -0.62 0.95 -2.53 0.00
C -0.05 -1.38 0.34 -0.16
F 1.26 -1.79 0.54 -0.03
H 1.03 0.32 1.82 0.14
H -0.28 1.94 -0.32 0.16
H -0.83 -1.08 -2.35 0.13
H -0.58 -2.17 -0.16 0.11
H -0.51 -1.21 1.33 0.13
```

Values from the calculation:
charge	0
SMILES	O=CN/C(=C\F)CF
HOMO-LUMO gap	10.151	eV

---

ii takes first place; second place is 397.9 kJ/mol up.

---

--- i ---
Below is a cluster of 2 separate species, C6H14S4 in total, with properties calculated with wB97M-V/def2-TZVPD.

```
24
Properties=species:S:1:pos:R:3:lowdin_charge:R:1
C 0.57 -2.25 0.50 -0.07
C -0.42 -1.25 2.53 -0.12
C 0.97 2.51 -1.00 -0.27
C 0.04 -0.85 1.15 -0.55
C 0.78 1.24 -1.76 -1.07
C -0.94 -0.12 0.38 -1.00
S 2.25 0.22 -1.88 0.70
S -0.32 1.30 -3.16 0.68
S -2.09 -0.76 -0.72 0.73
S -1.38 1.52 0.98 0.80
H 0.61 -2.09 -0.55 0.00
H 1.62 -2.21 1.00 0.12
H -0.11 -3.04 0.68 0.06
H -1.35 -1.95 2.57 0.13
H 0.45 -1.71 3.18 0.12
H -0.63 -0.41 3.09 0.02
H 0.88 3.57 -1.57 0.13
H 1.91 2.43 -0.42 0.06
H 0.22 2.49 -0.16 -0.04
H 0.97 -0.12 1.11 0.16
H 1.54 -0.89 -1.47 -0.15
H -0.96 0.12 -3.40 -0.14
H -2.14 0.41 -1.46 -0.14
H -2.47 1.84 0.37 -0.15
```

Values from the calculation:
charge	0
HOMO-LUMO gap (spin up / spin down)	7.648 / 6.815	eV

---

--- ii ---
Below is the molecule C6H14S4, with properties calculated with wB97M-V/def2-TZVPD.

```
24
Properties=species:S:1:pos:R:3:lowdin_charge:R:1
C -1.62 0.59 -3.50 -0.13
C -1.46 0.20 -2.03 -0.34
C -2.21 1.31 -1.23 -0.58
S -2.21 1.02 0.55 0.43
S -0.47 1.77 1.15 0.05
S 1.09 0.41 1.54 0.06
S 2.03 -0.15 -0.18 0.43
C 1.13 -1.76 -0.55 -0.57
C 1.71 -3.00 0.01 -0.33
C 1.66 -3.03 1.57 -0.14
H -1.43 1.67 -3.62 0.07
H -2.71 0.47 -3.76 0.08
H -0.96 -0.03 -4.19 0.09
H -0.40 0.10 -1.72 0.06
H -1.89 -0.83 -1.86 0.12
H -1.90 2.35 -1.43 0.08
H -3.28 1.13 -1.44 0.07
H 1.03 -1.82 -1.67 0.09
H 0.14 -1.64 -0.19 0.04
H 1.10 -3.92 -0.27 0.13
H 2.74 -3.08 -0.43 0.11
H 0.69 -3.08 1.98 0.05
H 2.23 -2.16 1.98 0.04
H 2.22 -3.92 2.06 0.10
```

Values from the calculation:
charge	0
SMILES	CCCSSSSCCC
HOMO-LUMO gap	9.015	eV

---

ii takes first place; second place is 482.1 kJ/mol up.

---

--- i ---
Below is the molecule C2H2BrP, with properties calculated with wB97M-V/def2-TZVPD.

```
6
Properties=species:S:1:pos:R:3:lowdin_charge:R:1
Br 2.35 -0.54 0.16 0.42
C 0.38 -0.09 -0.16 -1.01
C -0.90 0.15 0.54 -0.39
P -0.32 1.60 -0.15 0.93
H 0.13 -0.61 -1.15 0.04
H -1.63 -0.51 0.75 0.01
```

Values from the calculation:
charge	0
SMILES	Br[C@H]1C=P1
HOMO-LUMO gap	8.449	eV

---

--- ii ---
Below is the molecule C2H2BrP, with properties calculated with wB97M-V/def2-TZVPD.

```
6
Properties=species:S:1:pos:R:3:lowdin_charge:R:1
Br 1.04 0.85 -2.22 -0.01
P -0.88 0.58 -0.80 0.61
C -0.16 -0.77 0.19 -0.39
C -0.14 0.32 0.91 -0.30
H 0.23 -1.74 0.06 0.05
H -0.10 0.76 1.86 0.04
```

Values from the calculation:
charge	0
SMILES	BrP1=CC=1
HOMO-LUMO gap	9.695	eV

---

ii takes first place; second place is 142.5 kJ/mol up.

---

--- i ---
Below is a cluster of 2 separate species, C5H8ClN3O3S2 in total, with properties calculated with wB97M-V/def2-TZVPD.

```
22
Properties=species:S:1:pos:R:3:lowdin_charge:R:1
H -1.37 0.28 -2.43 0.05
N -1.90 0.71 -1.74 0.19
C -1.30 1.26 -0.85 -0.48
C -1.99 1.98 0.27 -0.09
C -0.98 2.52 1.18 -0.24
N -0.23 3.07 1.86 0.18
N 0.11 1.39 -0.89 0.12
C 0.95 1.00 -0.07 -0.76
S 2.50 1.90 0.13 0.83
C 0.90 -0.17 0.80 -0.23
S 1.65 -1.55 -0.14 0.57
O 1.07 -1.63 -1.45 -0.27
O 3.09 -1.46 -0.06 -0.28
O 1.13 -2.79 0.67 -0.19
H -2.79 1.41 0.82 0.15
H -2.52 2.91 -0.08 0.15
H 3.24 0.75 0.26 -0.11
H -0.03 -0.58 1.04 0.08
H 1.41 0.00 1.79 0.14
H 0.27 -3.02 0.25 -0.05
Cl -1.08 -4.30 -0.72 0.50
H -2.12 -3.66 -0.64 -0.24
```

Values from the calculation:
charge	0
SMILES	[H]/N=C(CC#N)\N=C(\S)CS(=O)(=O)O.Cl
HOMO-LUMO gap	9.744	eV

---

--- ii ---
Below is the molecule C5H8ClN3O3S2, with properties calculated with wB97M-V/def2-TZVPD.

```
22
Properties=species:S:1:pos:R:3:lowdin_charge:R:1
C 1.17 0.46 0.81 -0.62
C 0.52 -0.69 0.87 -0.28
C -0.71 0.28 -1.91 -0.46
C 1.40 1.58 1.80 -0.13
C -2.18 0.29 -1.60 -0.01
N 2.04 -0.70 -1.48 -0.33
N 1.02 -1.51 -1.43 0.03
N -0.21 -1.06 -1.80 0.05
O -0.10 1.24 -2.39 0.00
O -1.07 0.19 2.89 -0.34
O -0.08 -2.07 3.08 -0.36
S 2.02 0.90 -0.78 1.00
S -0.53 -0.96 2.25 0.34
Cl -2.14 -1.76 1.18 0.34
H 2.38 2.16 1.51 0.10
H 1.23 1.18 2.85 0.10
H 0.61 2.33 1.63 0.08
H -2.58 -0.66 -1.30 0.03
H -2.28 1.00 -0.80 0.09
H -2.68 0.77 -2.42 0.09
H 3.02 -1.25 -1.48 0.19
H -0.86 -1.72 -1.47 0.09
```

Values from the calculation:
charge	0
HOMO-LUMO gap (spin up / spin down)	6.996 / 6.996	eV

---

i takes first place; second place is 403.0 kJ/mol up.

---

--- i ---
Below is the molecule C4H7IN2O, with properties calculated with wB97M-V/def2-TZVPD.

```
15
Properties=species:S:1:pos:R:3:lowdin_charge:R:1
N -0.26 2.02 0.79 0.06
N 0.11 0.77 0.43 -0.17
C 0.80 0.52 -0.74 -0.49
O 1.38 1.37 -1.33 0.11
C 0.69 -0.94 -1.04 -0.08
C 0.05 -1.52 0.22 -0.22
C -0.79 -0.40 0.78 -0.59
I -2.79 0.01 -0.10 0.69
H 0.34 2.60 1.32 0.09
H -0.44 2.67 0.08 0.06
H -0.05 -1.12 -2.01 0.18
H 1.56 -1.35 -1.30 0.07
H -0.39 -2.44 0.14 0.09
H 0.84 -1.60 0.88 0.10
H -1.06 -0.61 1.88 0.11
```

Values from the calculation:
charge	0
SMILES	NN1C(=O)CC[C@@H]1I
HOMO-LUMO gap	9.818	eV

---

--- ii ---
Below is a structure of composition C4H7IN2O, with properties calculated with wB97M-V/def2-TZVPD.

```
15
Properties=species:S:1:pos:R:3:lowdin_charge:R:1
C -0.18 1.08 0.85 -0.19
C -0.41 -1.93 -0.71 -0.15
C -0.44 2.52 0.55 -0.05
C 0.83 -1.04 0.22 -0.42
N -1.45 -2.45 -0.19 0.07
N 0.43 0.34 0.02 0.00
O 2.09 -1.26 -0.43 -0.74
I 2.25 -0.54 -2.23 0.98
H -0.36 0.70 1.81 0.10
H -0.08 -1.58 -1.71 0.00
H -0.63 2.99 1.52 0.08
H 0.37 2.90 -0.04 0.08
H -1.35 2.51 0.04 0.05
H 0.97 -1.37 1.23 0.13
H -2.03 -2.87 -0.93 0.05
```

Values from the calculation:
charge	0
HOMO-LUMO gap	8.405	eV

---

i takes first place; second place is 211.3 kJ/mol up.